w | An isolated ion of composition C8H13N2 and charge +1. Source: the Open Molecules 2025 dataset; level of theory: the ωB97M-V functional and the def2-TZVPD basis.

Summary:
E_LUMO, eV: -4.2274
Spin multiplicity: 1
SMILES: CN[C@H]1CC[C@@H](C2=[N+]=C2)C1
Total charge: +1
Orbital gap, Ha: 0.36977

Last column: natural (NBO) charge in e.
Cartesian coordinates (Å):
C -2.07465 0.72133 -1.45221  0.1082
C 1.56111 -0.36231 -1.34182  -0.3925
C 1.61707 -1.14886 0.01527  -0.4117
C 0.72663 1.16502 0.46766  -0.3785
C 0.56674 0.77858 -1.05445  -0.3509
C 0.75301 -0.26768 0.95270  -0.0636
C -0.78467 0.30222 -1.17956  0.3672
C -1.67454 -0.21775 1.67718  -0.4591
N -1.62357 -0.30127 -2.13600  -0.1961
N -0.64289 -0.70395 0.75086  -0.5249
H -2.93591 1.32337 -1.35379  0.2632
H 2.62354 0.08722 -1.60296  0.2426
H 1.03803 -0.77262 -2.15507  0.2230
H 1.14477 -2.07781 -0.01672  0.2147
H 2.75270 -1.10395 0.26906  0.2545
H 1.66205 1.72399 0.72049  0.2493
H -0.09659 1.62352 0.81739  0.2110
H 0.91220 1.69543 -1.64603  0.3087
H 1.04816 -0.50955 1.89662  0.2217
H -2.60333 -0.35110 1.05588  0.2171
H -1.71080 -0.75074 2.70336  0.2416
H -1.49704 0.81600 2.16970  0.2413
H -0.76201 -1.66910 0.44241  0.4131


x | An isolated ion of composition C8H13N2 and charge +1. Source: the Open Molecules 2025 dataset; level of theory: the ωB97M-V functional and the def2-TZVPD basis.

Summary:
E_LUMO, eV: -3.1884
Spin multiplicity: 1
SMILES: C#CC(C)(C)[C@@](N)([NH3+])C#C
Total charge: +1
Orbital gap, Ha: 0.39344

Last column: natural (NBO) charge in e.
Cartesian coordinates (Å):
C 1.45649 -1.71332 -1.75690  -0.1367
C -0.13520 -2.22471 2.26406  -0.1633
C 1.01992 -0.78161 -1.16962  -0.0950
C -0.29781 -1.39084 1.41868  -0.1372
C 0.26328 1.63707 -1.31124  -0.5879
C 1.68507 0.71053 0.57878  -0.6009
C 0.58238 0.34696 -0.42415  -0.2097
C -0.69808 0.03399 0.41826  0.4086
N -1.28107 0.95137 1.25753  -0.8876
N -1.86566 -0.56950 -0.45787  -0.7366
H 1.97451 -2.44164 -2.45301  0.2809
H 0.02413 -2.99467 2.96225  0.2560
H 0.50052 2.47342 -0.76776  0.2221
H 0.84147 1.63732 -2.26773  0.2651
H -0.86184 1.67669 -1.60955  0.1824
H 1.24396 0.68505 1.55688  0.2399
H 2.26851 1.61482 0.28427  0.2458
H 2.45612 -0.23506 0.62875  0.2526
H -1.68469 0.65303 2.10152  0.4380
H -1.15027 1.90127 0.84842  0.4204
H -2.62193 -0.93537 0.08743  0.4490
H -2.31947 0.16634 -1.04624  0.4323
H -1.40034 -1.20114 -1.14275  0.4616


y | An isolated ion of composition C8H13N2 and charge +1. Source: the Open Molecules 2025 dataset; level of theory: the ωB97M-V functional and the def2-TZVPD basis.

Summary:
E_LUMO, eV: -4.3348
Spin multiplicity: 1
Total charge: +1
Orbital gap, Ha: 0.26125

Last column: natural (NBO) charge in e.
Cartesian coordinates (Å):
C 2.35873 -0.42552 -0.53547  0.5152
C -0.77886 -0.98188 -0.15191  0.1079
C 0.45659 0.93296 -0.19545  0.3067
C 3.46156 -0.64395 -1.03785  -0.4606
C 0.62299 2.12469 -0.65222  -0.3785
C -1.99250 -1.77212 -0.38369  -0.7400
C 1.43661 -0.56378 1.67800  -0.4108
C -2.03096 1.14078 0.12782  -0.4360
N 1.49104 0.03591 0.25513  -0.2960
N -0.80465 0.29800 -0.07579  -0.4198
H 4.36119 -0.11327 -0.97401  0.2958
H 3.75090 -1.54909 -1.66357  0.3038
H -0.28666 2.57912 -0.97003  0.2433
H 1.67014 2.44226 -0.76927  0.2447
H -2.85670 -1.34778 0.12220  0.2027
H -1.76938 -2.80743 0.03220  0.2483
H -2.21047 -1.77689 -1.42628  0.2644
H 0.88462 0.07000 2.30445  0.2316
H 0.88937 -1.55739 1.63514  0.2673
H 2.54626 -0.77169 2.05445  0.2481
H -2.84120 0.59491 -0.14460  0.2220
H -2.02406 2.10834 -0.43257  0.2158
H -2.13142 1.44262 1.16489  0.2240


Which one is most stable, and which one is least stable? w is the most stable of them, while y is the least stable.


w | A 2-piece molecular cluster, C5H13N overall. Source: the Open Molecules 2025 dataset; level of theory: the ωB97M-V functional and the def2-TZVPD basis.

Summary:
E_LUMO, eV: 1.1954
Spin multiplicity: 1
SMILES: C=CCCC.N
Total charge: 0
Orbital gap, Ha: 0.35703

Last column: natural (NBO) charge in e.
Cartesian coordinates (Å):
C 0.32114 1.37915 -0.99565  -0.4391
C -1.02448 1.08357 -0.41495  -0.1198
C -1.56186 -0.12611 -0.23973  -0.5066
C 0.77067 1.58219 0.49657  -0.4071
C 1.16329 0.30652 1.26282  -0.6259
N -0.23901 -3.08186 -0.52637  -1.1320
H 0.83836 0.61693 -1.56359  0.2262
H 0.27526 2.36274 -1.45774  0.2130
H -1.61944 1.96802 -0.23313  0.2024
H -1.52966 -0.85767 -1.02189  0.1841
H -2.35738 -0.16611 0.49680  0.1976
H 0.47599 -3.54305 -1.05195  0.3674
H 1.69807 2.18575 0.43459  0.2107
H 0.21725 2.23248 1.16984  0.2262
H 1.41036 0.42163 2.31071  0.2140
H 1.93151 -0.24771 0.72434  0.2032
H 0.29302 -0.33632 1.12859  0.2246
H -0.74339 -2.31824 -0.91284  0.3816
H -0.31971 -3.46191 0.39359  0.3795


x | A 2-piece molecular cluster, C5H13N overall. Source: the Open Molecules 2025 dataset; level of theory: the ωB97M-V functional and the def2-TZVPD basis.

Summary:
E_LUMO, eV: 1.1289
Spin multiplicity: 1
SMILES: C=NC.CCC
Total charge: 0
Orbital gap, Ha: 0.40317

Last column: natural (NBO) charge in e.
Cartesian coordinates (Å):
C -1.62261 -0.71631 0.74066  -0.6203
C -1.73655 -0.48005 -0.80155  -0.3975
C -2.39634 0.85735 -1.15159  -0.6054
H -0.60183 -0.69357 1.10900  0.2241
H -2.28357 -0.04688 1.28785  0.1991
H -1.96084 -1.74096 0.92453  0.1995
H -0.69444 -0.44365 -1.13577  0.1898
H -2.11513 -1.38973 -1.25990  0.1984
H -2.29000 0.95750 -2.23463  0.2059
H -1.84520 1.68159 -0.70446  0.2020
H -3.42646 0.85487 -0.80319  0.2032
C 3.08659 -0.54182 1.07121  -0.4658
C 1.89595 0.96978 -0.23909  -0.0769
N 1.93950 0.31097 0.84092  -0.3818
H 3.78816 -0.80509 0.27420  0.1867
H 3.70433 0.07651 1.74125  0.2102
H 2.72144 -1.29219 1.77326  0.2167
H 1.15772 1.72012 -0.47022  0.1801
H 2.67930 0.72157 -0.96247  0.1318


Which one is most stable, and which one is least stable? x is the most stable of them, while w is the least stable.


w | C5H13N as an isolated structure. Source: the Open Molecules 2025 dataset; level of theory: the ωB97M-V functional and the def2-TZVPD basis.

Summary:
E_LUMO, eV: 0.8714
Spin multiplicity: 1
Total charge: 0
Orbital gap, Ha: 0.35982

Last column: natural (NBO) charge in e.
Cartesian coordinates (Å):
C 2.18147 -0.28274 -0.00430  -0.6241
C 0.88246 -0.31853 0.77374  -0.4288
C -0.37020 -0.03345 -0.09264  -0.0272
C -0.24004 1.27833 -0.66487  -0.6206
C -1.74661 0.04617 0.74936  -0.5755
H 1.91486 0.77667 -0.59555  0.1713
H 3.24415 -0.10447 0.44202  0.2439
H 2.02040 -0.85404 -0.91442  0.2115
H 0.75374 -1.48077 0.83706  0.2195
H 0.91577 0.28939 1.69887  0.2226
H -0.66269 2.22753 0.13137  0.2240
H 1.02368 1.66997 -0.77921  0.2089
H -0.97980 1.77686 -1.43272  0.2582
H -1.44076 0.29862 2.09599  0.2130
H -2.63311 0.69007 0.06726  0.2470
H -2.24710 -1.15824 0.72079  0.1931
H -0.37790 -1.57757 -1.77124  0.3782
H -1.39410 -2.09083 -0.39131  0.3923
N -0.84422 -1.15296 -0.87019  -0.9072


x | One molecule with the formula C5H13N. Source: the Open Molecules 2025 dataset; level of theory: the ωB97M-V functional and the def2-TZVPD basis.

Summary:
E_LUMO, eV: 1.2067
Spin multiplicity: 1
SMILES: CCC[C@@H](C)N
Total charge: 0
Orbital gap, Ha: 0.36847

Last column: natural (NBO) charge in e.
Cartesian coordinates (Å):
C 1.29774 -1.83979 -0.52346  -0.6209
C 0.98045 -0.43145 -0.04028  -0.0412
C -0.47959 -0.00056 -0.31803  -0.3918
C -1.14718 0.63096 0.89942  -0.3959
C -2.56844 1.05790 0.63942  -0.6091
N 1.91327 0.56510 -0.56144  -0.8613
H 0.49007 -2.54579 -0.35300  0.2071
H 2.17805 -2.24648 -0.00969  0.2057
H 1.54099 -1.90234 -1.58546  0.2048
H 1.06713 -0.46016 1.05809  0.1676
H -1.01309 -0.90827 -0.57504  0.1991
H -0.54253 0.69259 -1.14970  0.1926
H -0.52224 1.47224 1.23760  0.2020
H -1.10129 -0.05396 1.74842  0.1956
H -3.17180 0.21621 0.29128  0.1992
H -2.63647 1.74352 -0.20599  0.1997
H -3.15021 1.50583 1.44033  0.2144
H 2.84233 0.23034 -0.77061  0.3674
H 1.50396 1.17383 -1.24667  0.3650


y | One molecule with the formula C5H13N. Source: the Open Molecules 2025 dataset; level of theory: the ωB97M-V functional and the def2-TZVPD basis.

Summary:
E_LUMO, eV: 1.1341
Spin multiplicity: 1
SMILES: CNCC(C)C
Total charge: 0
Orbital gap, Ha: 0.35645

Last column: natural (NBO) charge in e.
Cartesian coordinates (Å):
C 1.43849 -1.37221 -1.39297  -0.4152
N 0.03841 -1.36960 -1.01054  -0.6283
C -0.51266 -0.06212 -0.70911  -0.2059
C -0.15170 0.50118 0.68057  -0.2524
C -1.26884 0.27180 1.72031  -0.6047
C 0.37017 1.94414 0.63429  -0.6067
H 1.83824 -2.38273 -1.26596  0.1989
H 1.55320 -1.13884 -2.45481  0.1894
H 2.08630 -0.71626 -0.80632  0.1630
H -0.12232 -2.03884 -0.27068  0.3516
H -0.10733 0.61922 -1.46225  0.1872
H -1.59273 -0.09186 -0.85903  0.1917
H 0.69688 -0.10542 1.00162  0.1945
H -1.10984 -0.64514 2.29197  0.2079
H -1.32206 1.10409 2.42309  0.2077
H -2.24327 0.19071 1.22676  0.2018
H 1.45743 1.97160 0.73996  0.2103
H 0.12994 2.45358 -0.30060  0.2038
H 0.01679 2.57296 1.44993  0.2053


Which one is most stable, and which one is least stable? x is the most stable of them, while w is the least stable.